The following is a quantum chemistry calculation of a 5-piece molecular cluster, C18H32BrCl9F3N4O4S overall in a non-equilibrium geometry, from the Open Molecules 2025 dataset.

Values from the calculation:
max |F| = 0.180 Eh/bohr
gap between HOMO and LUMO = 0.3024 hartree

Geometry as ORCA input:
```
! wB97M-V def2-TZVPD RIJCOSX def2/J DEFGRID3
* xyz 1 1
C -2.00740 3.29170 1.30254
C -1.03271 2.47366 0.31609
C -1.13001 0.87016 0.52925
Cl -2.79132 0.40587 -0.16263
C 0.06727 0.21537 -0.28446
N 0.65456 0.98353 -1.33580
C 1.71114 0.08377 -1.79999
N 2.59008 0.34625 -2.81050
S 2.57414 1.78485 -3.76075
O 1.16302 2.11982 -4.16979
O 3.30709 1.46391 -5.04229
C 3.48412 3.21424 -2.99030
F 2.78551 3.80282 -1.91690
F 4.81256 2.88845 -2.63676
F 3.60791 4.19815 -4.00094
N 1.64284 -1.11362 -0.99608
C 2.64984 -2.17558 -1.25719
O 2.55936 -2.75380 -2.58427
O 1.24398 -3.14347 -2.74039
N 0.64023 -1.07520 -0.05392
C 0.36116 -2.14720 0.94268
Br -1.54692 -2.43128 1.35545
C 1.30836 -1.87705 2.22074
C 0.54076 -1.75203 3.62023
H -2.93089 3.71251 0.76623
H -2.29615 2.71377 2.23946
H -1.42904 4.21879 1.66598
H -1.34544 2.76179 -0.75000
H 0.05728 2.80820 0.41303
H -1.11463 0.63118 1.64453
H 3.30644 -0.36397 -3.07780
H 2.66522 -3.01560 -0.48802
H 3.69532 -1.67948 -1.20597
H 0.99436 -3.67431 -1.94661
H 0.74010 -3.12631 0.47177
H 2.03437 -2.76274 2.32199
H 1.96080 -0.95804 2.01120
H -0.15293 -0.85312 3.62269
H 1.34186 -1.64098 4.43373
H -0.00803 -2.74432 3.78887
Cl -5.32493 -2.65560 2.69180
C -4.50385 -3.62404 3.94105
C -4.68604 -3.04263 5.32734
Cl -3.82240 -1.49686 5.52623
H -3.44831 -3.69802 3.67301
H -4.93652 -4.62580 3.89908
H -4.28193 -3.72964 6.07321
H -5.73976 -2.87457 5.55602
Cl 5.56267 -1.66972 -0.30045
C 6.98354 -1.87839 -1.35566
C 7.03889 -0.82577 -2.44332
Cl 5.73153 -1.02652 -3.63918
H 6.95118 -2.88611 -1.77232
H 7.86658 -1.80241 -0.71874
H 7.98157 -0.90447 -2.98753
H 6.96842 0.18190 -2.03049
Cl 0.89001 9.11708 -5.08412
C 2.04087 7.76955 -5.25792
C 2.92710 7.61287 -4.03912
Cl 4.07087 8.96530 -3.85954
H 2.62846 7.94061 -6.16120
H 1.44817 6.86414 -5.40363
H 3.52418 6.70383 -4.12954
H 2.33904 7.54285 -3.12234
Cl -8.70693 -4.07799 5.49768
C -9.47799 -3.42079 4.03186
C -9.48987 -4.42071 2.89379
Cl -7.85535 -4.73643 2.26287
H -8.95279 -2.50519 3.75523
H -10.50174 -3.15715 4.30398
H -10.08068 -4.02992 2.06328
H -9.92476 -5.37326 3.20062
*
```

The following is a quantum chemistry calculation of a 8-piece molecular cluster, C18H32Cl6N2O12 overall in a non-equilibrium geometry, from the Open Molecules 2025 dataset.

Values from the calculation:
max |F| = 0.066 Eh/bohr
⟨S²⟩ = 0.75
gap between HOMO and LUMO (alpha / beta) = 0.0632 / 0.2951 hartree

Geometry as ORCA input:
```
! wB97M-V def2-TZVPD RIJCOSX def2/J DEFGRID3
* xyz -1 2
C -0.93305 4.96922 0.23276
C 0.16347 4.03878 0.16795
N 0.99585 3.23648 0.10810
H -0.86312 5.71502 -0.55907
H -0.90346 5.37347 1.24459
H -1.90386 4.47899 0.15990
C -0.52255 0.27467 -0.47858
C -0.87878 1.00596 -1.67215
N -1.15663 1.66854 -2.57114
H -0.04470 -0.64989 -0.80252
H -1.39889 -0.07555 0.06684
H 0.12230 0.85047 0.18528
C 1.13051 -5.16685 3.55064
O 0.36576 -4.09188 2.97745
C 0.36588 -2.89699 3.60314
O 0.90609 -2.65986 4.69343
O -0.59078 -2.14364 3.00894
C -0.78643 -0.87411 3.49283
H 2.13344 -4.82123 3.80122
H 1.11417 -5.99389 2.84083
H 0.58129 -5.51977 4.42352
H -1.63127 -0.50869 2.90902
H 0.05430 -0.19971 3.33016
H -1.02089 -0.91589 4.55650
C 3.15787 0.65529 1.32717
O 4.09556 -0.22303 1.91354
C 4.09109 -1.56707 1.56344
O 3.33712 -2.17295 0.78980
O 4.99546 -2.20544 2.34705
C 5.10242 -3.59045 2.36563
H 2.94173 1.55360 1.90547
H 2.20617 0.14104 1.19337
H 3.48565 0.94893 0.32995
H 4.19730 -4.18844 2.47185
H 5.98510 -3.78813 2.97382
H 5.33318 -3.82176 1.32575
C 0.12210 4.47366 -3.19526
O 0.27426 5.92089 -3.03105
C 1.51776 6.32693 -2.62030
O 2.48254 5.65986 -2.37091
O 1.54870 7.69848 -2.53335
C 0.41800 8.49852 -2.91165
H 0.91763 4.03836 -3.80002
H -0.76129 4.28678 -3.80583
H 0.08615 3.89302 -2.27349
H 0.55166 9.49894 -2.50007
H -0.50592 8.05023 -2.54631
H 0.43943 8.56540 -3.99939
C -2.94480 -3.98628 0.81510
O -2.32044 -3.38206 -0.31039
C -2.99558 -2.85080 -1.32654
O -4.20995 -2.87455 -1.49348
O -2.16671 -2.10045 -1.98603
C -2.54321 -1.41279 -3.15293
H -2.16242 -4.06275 1.57017
H -3.20782 -4.99455 0.49522
H -3.76279 -3.34775 1.14865
H -3.31081 -0.71688 -2.81439
H -3.05423 -2.09877 -3.82850
H -1.74117 -0.88506 -3.66902
C 1.95743 -4.32623 -2.48348
Cl 2.82616 -5.35254 -1.32619
Cl 3.04516 -3.52357 -3.63464
Cl 0.87275 -3.19518 -1.65006
H 1.36073 -5.03107 -3.06250
C -5.28575 -0.04808 0.53027
Cl -4.12271 0.95389 -0.33411
Cl -6.79725 -0.05596 -0.40637
Cl -5.78090 0.63734 2.17372
H -4.97402 -1.09222 0.55668
*
```

The following is a quantum chemistry calculation of C18H32NPPbSi as an isolated structure in a non-equilibrium geometry, from the Open Molecules 2025 dataset.

Values from the calculation:
max |F| = 0.059 Eh/bohr
gap between HOMO and LUMO (alpha / beta) = 0.2342 / 0.1640 hartree

Geometry as ORCA input:
```
! wB97M-V def2-TZVPD RIJCOSX def2/J DEFGRID3
* xyz 2 1
C 3.94791 -2.46908 -1.79933
C 2.91950 -2.10201 -2.69128
C 1.82506 -1.32731 -2.28123
C 1.80950 -0.82952 -0.96778
C 2.77368 -1.26363 -0.04791
C 3.85565 -2.02648 -0.46856
C 0.76013 -1.03298 -3.31772
C -0.65875 -1.67983 -3.19787
N -1.15087 -2.03615 -1.90495
Pb 0.59924 1.11602 0.05901
C 2.59991 -0.92427 1.42164
P 0.80185 -1.04508 1.87794
H 2.98247 -2.40829 -3.74860
H 4.62439 -2.30339 0.28351
H 4.78091 -3.06384 -2.12730
H 2.95107 0.10154 1.65639
H 3.15113 -1.64003 2.05114
H 0.61537 0.05254 -3.44520
H 1.14840 -1.40636 -4.28368
H -1.35674 -0.92861 -3.61523
C 0.85922 -0.47098 3.59818
C 0.65956 -2.86900 2.09464
H -0.67691 -2.56395 -3.90987
C -0.66926 -3.19969 -1.20857
C -2.51843 -1.66713 -1.57196
H -0.08356 2.02143 2.55617
H -1.02095 -4.19629 -1.60787
H 0.43114 -3.22317 -1.17358
H -0.99445 -3.13468 -0.15718
H -3.29754 -2.36580 -1.98122
H -2.64180 -1.63563 -0.47521
H -2.75723 -0.66076 -1.95046
H 1.27732 -3.23764 2.93437
H -0.38950 -3.11936 2.30755
H 0.94920 -3.43332 1.19769
H 1.52730 -1.09529 4.20240
H 1.18369 0.57515 3.66481
H -0.15631 -0.53664 4.01340
H -1.45707 1.16758 2.33095
C -0.92128 6.00457 0.86685
Si -2.23490 4.64717 0.89213
C -3.38689 4.86937 2.37472
C -3.26385 4.83360 -0.69158
C -1.29063 2.92982 0.93658
C -0.95212 2.02139 1.88413
H -1.32091 7.01693 1.01391
H -0.39978 5.96920 -0.11775
H -0.15638 5.81435 1.65155
H -3.83983 5.87200 2.41809
H -4.22234 4.13815 2.33543
H -2.85972 4.69971 3.34089
H -2.57925 4.77406 -1.56796
H -3.97045 3.98076 -0.77344
H -3.84695 5.77941 -0.75251
*
```